(1)
11
Properties=species:S:1:pos:R:3:forces:R:3:mulliken_spin:R:1 method="wB97M-V/def2-TZVPD" s2=3.762 gap_ev="6.036 / 8.399" multiplicity=4 charge=+3 homo_energy_ha="-0.867 / -1.059"
O 0.74361 1.50995 -0.46712 -0.802 0.666 -0.115 0.07
Au -1.80987 0.82648 0.65123 -1.668 2.775 1.032 0.78
C -0.23473 1.95464 0.22654 4.006 1.388 2.351 0.21
C 1.37308 0.30032 -0.28933 -0.403 -0.329 0.016 0.63
H 1.24589 -0.09619 0.71702 0.479 -0.097 -0.218 -0.01
H 2.17122 0.14758 -1.00980 0.011 -0.230 -0.066 0.04
F 0.14837 2.90037 1.03735 -2.066 -1.160 -2.046 0.06
C -0.79584 -1.81542 -0.27763 -1.554 0.051 0.762 0.20
O -1.76077 -1.09769 0.05417 1.073 -2.554 -1.047 0.78
H -0.15083 -2.19049 0.53501 0.600 -0.273 0.351 0.11
H -0.93011 -2.43954 -1.17743 0.324 -0.236 -1.020 0.12



(2)
12
Properties=species:S:1:pos:R:3:forces:R:3:mulliken_spin:R:1 method="wB97M-V/def2-TZVPD" s2=0.755 gap_ev="7.407 / 6.266" multiplicity=2 charge=+1 homo_energy_ha="-0.446 / -0.444"
O 0.28849 1.02786 -0.04714 -2.323 -0.803 -0.161 0.01
C -1.09043 0.74423 -0.26453 0.669 0.598 -0.227 0.02
C -1.34651 -0.61475 0.38713 -0.009 -0.163 -0.862 0.00
O -0.23467 -1.38928 0.07476 -0.081 0.473 0.620 0.82
C 1.07785 -0.11455 -0.06945 5.360 4.010 1.098 -0.01
O 1.74230 -0.31476 -1.15836 -0.310 -1.253 -0.469 0.02
Ba 4.24487 0.01867 -0.28563 -3.072 -0.251 0.340 0.00
H -1.21965 0.68584 -1.35349 -0.571 -0.021 0.254 0.00
H -1.67283 1.54703 0.20156 0.029 -0.242 -0.331 0.00
H -2.26233 -1.09705 0.01483 0.191 -0.054 0.364 0.02
H -1.37679 -0.50884 1.48841 0.080 -0.141 -0.137 0.08
O 1.84970 0.01561 1.01190 0.038 -2.154 -0.489 0.04



(3)
11
Properties=species:S:1:pos:R:3:forces:R:3:mulliken_charge:R:1 method="wB97M-V/def2-TZVPD" gap_ev="6.537 / 6.498" smiles="BrN1C=CCN1Br" homo_energy_ha="-0.286 / -0.285"
Br 3.51158 -1.47237 0.22631 -2.592 0.216 -0.433 0.08
N 1.65901 -0.77210 -0.00859 2.038 -1.102 0.469 0.18
C 0.43153 -1.33243 0.44655 0.757 1.503 0.232 -0.33
C -0.53238 -0.42278 0.23581 2.298 0.800 -1.155 -0.40
C 0.18271 0.78357 -0.48124 0.207 0.466 2.210 -0.24
N 1.61230 0.39264 -0.56471 0.064 0.199 -1.025 -0.41
Br 2.93714 1.76642 0.49313 -0.149 0.713 0.587 -0.27
H 0.60500 -2.25471 0.94565 -0.746 -0.722 0.125 0.44
H -1.57692 -0.50424 0.18721 -1.085 -0.236 0.670 0.39
H -0.18289 0.94854 -1.46086 -0.306 -0.020 -1.192 0.30
H 0.19350 1.81830 0.02897 -0.487 -1.817 -0.487 0.25



(4)
10
Properties=species:S:1:pos:R:3:forces:R:3:mulliken_charge:R:1 method="wB97M-V/def2-TZVPD" gap_ev=9.915 homo_energy_ha=-0.353
C 0.48236 0.50207 -1.94638 -1.684 -1.746 5.503 0.08
C -0.18441 -0.04501 0.83108 1.708 1.738 0.172 -1.14
C 1.00019 0.17557 -0.13406 -1.063 0.776 -2.117 0.02
O -0.60747 0.35900 -2.33804 -0.572 0.009 -0.127 -0.37
Br 2.26605 -1.32375 -0.27262 -0.539 0.673 0.138 -0.07
Br 1.93160 1.89372 0.38343 -0.383 -1.123 -0.378 -0.09
H 1.33072 0.75579 -2.41940 3.295 1.119 -2.105 0.46
H 0.13869 -0.25410 1.85788 0.207 0.203 -0.257 0.37
H -0.83440 -0.81308 0.56500 -0.933 -1.437 -0.946 0.38
H -0.73449 0.90225 0.82306 -0.036 -0.211 0.117 0.36



no.,DFT total energy (hartree)
1,-500.9611
2,-442.8507
3,-5374.0922
4,-5339.9198